(1)
DFT (wB97M-V/def2-TZVPD) results for C10H15Cl5GeN2Pt as an isolated structure.

calculated total energy	-4996.70578	Ha
LUMO	-0.45	eV
Kohn-Sham gap	8.067	eV
HOMO level	-0.313	Eh
total charge	0

Last column: Löwdin charge in e.
Geometry (Å):
Pt  1.295  -0.927  0.599  0.84
Cl  2.898  2.093  0.605  0.66
C  1.554  1.892  1.686  -0.70
C  0.911  0.653  1.755  -0.40
C  -0.062  0.537  2.751  -0.71
Cl  -0.785  -1.027  3.013  0.64
C  -0.460  1.593  3.563  -0.71
Cl  -1.699  1.388  4.739  0.68
C  0.157  2.832  3.410  -0.71
Cl  -0.331  4.166  4.381  0.68
C  1.184  2.976  2.481  -0.71
Cl  1.982  4.494  2.328  0.68
C  -2.281  0.572  -0.109  -0.21
Ge  -1.143  -0.259  -1.455  0.73
C  -1.529  0.505  -3.221  -0.22
C  -1.529  -2.186  -1.541  -0.24
C  0.750  0.064  -1.067  -0.43
H  -3.332  0.499  -0.394  0.02
H  -2.032  1.628  0.001  0.03
H  -2.147  0.081  0.854  -0.02
H  -2.576  0.361  -3.488  0.02
H  -0.911  0.030  -3.984  0.02
H  -1.318  1.575  -3.229  0.02
H  -2.559  -2.356  -1.856  0.02
H  -1.394  -2.647  -0.561  0.01
H  -0.894  -2.680  -2.282  0.01
H  0.907  1.135  -0.946  -0.03
H  1.381  -0.279  -1.892  -0.01
N  2.749  -2.477  -1.571  -0.03
N  1.728  -2.687  -0.579  -0.19
H  3.246  -3.341  -1.756  0.08
H  3.396  -1.796  -1.194  0.06
H  1.968  -3.467  0.028  0.09
H  0.876  -2.945  -1.069  0.05

Cartesian forces (eV/Å) of the 3 atoms listed first:
0.036 -0.072 -0.054
-0.003 -0.004 -0.010
-0.033 -0.018 -0.005

(2)
DFT (wB97M-V/def2-TZVPD) results for C33H36BCl3N3O2P2Se2W as an isolated structure at a distorted geometry.

calculated total energy	-8550.98622	Ha
LUMO	-9.89	eV
Kohn-Sham gap	6.537	eV
HOMO level	-0.604	Eh
total charge	+3

Last column: Löwdin charge in e.
Geometry (Å):
W  0.035  -0.325  -0.155  0.96
O  3.365  -5.387  0.030  -0.03
C  3.846  -4.071  0.132  -0.19
C  2.604  -3.144  0.146  -0.54
C  3.137  -1.728  0.222  -0.11
O  2.085  -0.738  0.397  -0.33
C  1.830  -3.412  -1.148  -0.37
Se  0.002  -2.730  -1.072  0.79
C  1.755  -3.515  1.369  -0.37
Se  -0.062  -2.820  1.259  0.86
H  4.090  -6.020  0.080  0.13
H  4.483  -3.803  -0.719  0.15
H  4.421  -3.915  1.051  0.15
H  3.707  -1.474  -0.674  0.14
H  3.784  -1.622  1.093  0.16
H  2.399  0.015  0.925  0.10
H  1.752  -4.481  -1.338  0.10
H  2.301  -2.920  -1.998  0.07
H  2.178  -3.148  2.305  0.11
H  1.645  -4.597  1.427  0.09
C  0.547  3.319  -3.035  -0.05
N  0.425  2.182  -2.110  -0.45
P  1.584  1.010  -1.712  0.93
C  2.428  0.474  -3.198  -0.35
C  2.215  -0.791  -3.747  -0.12
C  2.861  -1.169  -4.913  -0.04
C  3.716  -0.276  -5.546  -0.02
C  3.925  0.991  -5.014  -0.02
C  3.295  1.367  -3.840  -0.08
C  2.816  1.835  -0.696  -0.36
C  2.394  2.805  0.219  -0.09
C  3.311  3.422  1.054  -0.03
C  4.653  3.066  0.992  -0.02
C  5.081  2.098  0.092  -0.04
C  4.170  1.482  -0.752  -0.09
P  -0.907  1.622  -1.299  0.87
C  -2.080  2.878  -0.934  -0.35
C  -3.157  3.123  -1.795  -0.07
C  -4.016  4.169  -1.509  -0.03
C  -3.805  4.952  -0.378  -0.01
C  -2.739  4.702  0.478  -0.02
C  -1.868  3.663  0.205  -0.08
C  -1.623  0.254  -2.259  -0.41
C  -2.887  -0.274  -1.900  -0.10
C  -3.467  -1.273  -2.653  -0.02
C  -2.813  -1.756  -3.787  0.00
C  -1.598  -1.211  -4.190  -0.04
C  -1.014  -0.206  -3.443  -0.10
H  0.693  2.975  -4.059  0.09
H  1.386  3.946  -2.734  0.10
H  -0.363  3.914  -2.986  0.09
H  1.515  -1.472  -3.278  0.06
H  2.696  -2.153  -5.332  0.12
H  4.220  -0.568  -6.458  0.13
H  4.588  1.686  -5.512  0.13
H  3.486  2.349  -3.425  0.12
H  1.351  3.092  0.271  0.09
H  2.982  4.184  1.748  0.13
H  5.369  3.552  1.641  0.13
H  6.129  1.837  0.035  0.12
H  4.519  0.752  -1.472  0.11
H  -3.314  2.516  -2.678  0.12
H  -4.848  4.378  -2.168  0.13
H  -4.484  5.766  -0.160  0.13
H  -2.593  5.309  1.360  0.13
H  -1.051  3.455  0.887  0.08
H  -3.427  0.143  -1.063  0.10
H  -4.439  -1.661  -2.381  0.13
H  -3.275  -2.534  -4.381  0.13
H  -1.129  -1.548  -5.105  0.13
H  -0.105  0.260  -3.793  0.09
B  -1.156  2.104  3.338  -0.39
C  -0.230  1.281  2.413  -0.15
N  0.363  0.609  1.658  -0.04
H  -2.220  1.963  2.738  0.03
H  -1.168  1.549  4.407  0.04
H  -0.804  3.254  3.376  0.04
Cl  -3.266  -0.933  3.964  0.73
C  -3.953  -0.706  2.366  -1.62
Cl  -4.994  0.703  2.285  0.71
Cl  -4.766  -2.147  1.777  0.70
C  -2.783  -0.490  1.467  -0.30
N  -1.872  -0.457  0.774  0.00

Cartesian forces (eV/Å) of the 3 atoms listed first:
0.607 -0.981 0.112
0.001 0.017 -0.003
-0.013 -0.029 0.029

(3)
DFT (wB97M-V/def2-TZVPD) results for a single C3H5FS2 molecule at a distorted geometry.

SMILES string	FC[C@@H](S)C=S
calculated total energy	-1013.49407	Ha
LUMO	-0.31	eV
Kohn-Sham gap	8.418	eV
HOMO level	-0.321	Eh
total charge	0

Last column: Löwdin charge in e.
Geometry (Å):
F  -0.840  0.754  -1.312  -0.09
C  -1.209  0.127  -0.120  -0.22
C  0.092  -0.428  0.439  -0.71
S  1.022  -1.561  -0.665  0.81
C  1.052  0.677  0.458  -0.76
S  1.837  1.235  1.824  0.63
H  -1.745  0.827  0.581  0.14
H  -1.907  -0.744  -0.351  0.14
H  -0.121  -0.855  1.412  0.10
H  0.397  -1.196  -1.772  -0.13
H  1.422  1.164  -0.495  0.07

Cartesian forces (eV/Å) of the 3 atoms listed first:
-0.965 0.199 0.118
-0.887 -1.529 -0.402
-0.396 0.707 -0.566

(4)
DFT (wB97M-V/def2-TZVPD) results for C3H4BaO4 as an isolated structure at a distorted geometry.

calculated total energy	-442.89075	Ha
LUMO (spin up / spin down)	-2.95 / -3.38	eV
<S²>	0.750
spin multiplicity	2
Kohn-Sham gap (spin up / spin down)	5.607 / 9.837	eV
HOMO level (spin up / spin down)	-0.315 / -0.486	Eh
total charge	+1

Last column: Löwdin charge in e.
Geometry (Å):
C  1.529  0.902  -0.157  -0.56
O  1.530  1.966  0.441  -0.14
O  1.850  -0.265  0.369  0.12
C  1.734  -1.212  -0.637  -0.02
O  1.560  0.790  -1.504  0.14
C  1.710  -0.545  -1.798  -0.02
Ba  1.843  3.535  2.801  1.13
H  1.610  -0.855  -2.832  0.15
H  1.944  -2.243  -0.377  0.15
O  -1.484  0.190  0.119  -0.05
H  -1.718  0.047  1.041  0.04
H  -1.418  -0.708  -0.281  0.06

Cartesian forces (eV/Å) of the 3 atoms listed first:
2.085 1.242 -0.621
-0.492 -0.315 0.299
-1.410 -0.514 0.768

(5)
DFT (wB97M-V/def2-TZVPD) results for C26H36CoF5O5Se2Si as an isolated structure.

calculated total energy	-8363.10275	Ha
LUMO (spin up / spin down)	4.26 / 4.26	eV
Kohn-Sham gap (spin up / spin down)	6.103 / 6.093	eV
HOMO level (spin up / spin down)	-0.068 / -0.067	Eh
total charge	-2

Last column: Löwdin charge in e.
Geometry (Å):
Co  -0.476  -0.317  0.211  0.09
O  -5.770  1.445  2.150  -0.06
C  -5.204  0.379  2.908  -0.25
C  -3.815  -0.006  2.382  -0.56
C  -3.444  -1.281  3.181  -0.29
O  -2.100  -1.410  3.529  -0.08
C  -3.916  -0.260  0.871  -0.52
Se  -2.555  -1.468  0.160  0.79
C  -2.854  1.146  2.684  -0.49
Se  -1.196  1.401  1.640  0.83
H  -6.678  1.558  2.435  0.07
H  -5.858  -0.503  2.850  0.12
H  -5.118  0.677  3.963  0.12
H  -3.798  -2.154  2.611  0.10
H  -3.985  -1.265  4.138  0.11
H  -1.559  -1.533  2.723  0.03
H  -3.850  0.685  0.329  0.06
H  -4.882  -0.713  0.633  0.06
H  -2.561  1.094  3.735  0.06
H  -3.396  2.078  2.514  0.05
C  2.981  -2.792  -1.021  -0.06
C  2.090  -2.146  -2.086  -0.35
C  0.624  -2.511  -1.846  -0.06
C  2.431  -0.671  -2.203  -0.13
C  3.168  -0.263  -3.304  -0.08
C  3.636  1.035  -3.433  -0.14
C  3.385  1.924  -2.402  -0.09
C  2.656  1.571  -1.274  -0.13
C  2.473  2.628  -0.205  -0.37
C  1.086  3.257  -0.300  -0.09
C  2.786  2.152  1.210  -0.07
C  2.117  0.260  -1.170  -0.28
O  1.423  -0.148  -0.142  -0.15
H  2.759  -3.858  -0.920  0.08
H  2.803  -2.313  -0.056  0.07
H  4.038  -2.677  -1.270  0.08
H  2.368  -2.581  -3.058  0.12
H  0.370  -2.455  -0.786  0.04
H  0.452  -3.547  -2.154  0.08
H  -0.057  -1.865  -2.395  0.07
H  3.379  -0.992  -4.083  0.10
H  4.201  1.341  -4.307  0.08
H  3.773  2.938  -2.462  0.10
H  3.204  3.415  -0.447  0.11
H  0.309  2.494  -0.303  0.00
H  0.993  3.833  -1.225  0.07
H  0.898  3.924  0.545  0.07
H  2.064  1.416  1.545  0.04
H  2.758  2.998  1.902  0.07
H  3.779  1.700  1.258  0.08
C  -0.145  1.628  -3.974  -0.16
Si  -1.441  1.324  -2.632  0.23
C  -2.863  0.403  -3.490  -0.18
C  -2.123  3.015  -2.111  -0.17
O  -0.887  0.494  -1.404  -0.44
H  -0.596  2.157  -4.818  0.01
H  0.262  0.686  -4.342  0.02
H  0.700  2.214  -3.606  0.01
H  -3.433  1.067  -4.146  0.01
H  -3.532  -0.015  -2.740  0.00
H  -2.489  -0.427  -4.091  0.01
H  -2.458  3.594  -2.976  0.01
H  -1.366  3.591  -1.584  0.00
H  -2.966  2.890  -1.431  0.02
F  4.540  -3.400  4.131  0.07
C  3.431  -2.966  3.493  -0.16
C  2.698  -3.821  2.687  -0.16
F  3.107  -5.095  2.533  0.08
C  1.567  -3.370  2.039  -0.16
F  0.903  -4.234  1.254  0.09
C  1.091  -2.038  2.148  -0.28
O  0.023  -1.672  1.540  -0.22
C  1.863  -1.210  2.992  -0.14
F  1.487  0.051  3.205  0.08
C  2.999  -1.660  3.637  -0.15
F  3.696  -0.827  4.431  0.09

Cartesian forces (eV/Å) of the 3 atoms listed first:
-0.366 -0.202 -0.202
0.061 0.063 -0.109
0.054 -0.030 0.062

(6)
DFT (wB97M-V/def2-TZVPD) results for a single C7H5N molecule at a distorted geometry.

SMILES string	C=C1C=CC(C#N)=C1
calculated total energy	-324.34028	Ha
LUMO	-0.82	eV
Kohn-Sham gap	8.561	eV
HOMO level	-0.345	Eh
total charge	0

Last column: Löwdin charge in e.
Geometry (Å):
C  -0.980  2.094  0.482  0.08
C  -0.319  0.956  0.125  -0.32
C  -0.194  0.545  -1.305  -0.06
C  0.518  -0.700  -1.261  -0.02
C  0.661  -1.056  0.185  -0.30
C  0.912  -2.399  0.775  -0.14
N  0.742  -3.545  1.227  0.11
C  0.318  -0.130  1.087  0.03
H  -0.986  2.421  1.517  0.06
H  -1.663  2.366  -0.523  0.14
H  -0.078  1.112  -2.258  0.12
H  0.886  -1.309  -2.224  0.15
H  0.184  -0.356  2.174  0.14

Cartesian forces (eV/Å) of the 3 atoms listed first:
-0.968 -1.881 -3.524
-0.159 1.056 1.505
3.648 -3.758 0.509